[1]
{
  "formula": "C26H37ClInN2O2",
  "method": "ωB97M-V with the def2-TZVPD basis set",
  "elements": ["In", "Cl", "N", "N", "C", "C", "C", "C", "C", "C", "H", "H", "H", "H", "H", "H", "C", "C", "C", "C", "H", "H", "H", "H", "H", "H", "O", "H", "H", "O", "H", "H", "C", "C", "C", "H", "H", "C", "C", "H", "C", "C", "C", "C", "H", "C", "H", "H", "H", "H", "H", "H", "H", "H", "C", "C", "C", "C", "C", "C", "H", "H", "H", "H", "H", "H", "H", "H", "H"],
  "xyz": [[0.855, -0.786, -0.418], [3.306, -2.651, 2.192], [-1.275, -1.462, 0.748], [0.870, 1.439, -1.429], [-1.560, -2.670, 0.322], [1.063, 1.391, -2.724], [-2.124, -1.199, 1.932], [-2.444, -2.627, 2.385], [-3.437, -0.531, 1.532], [-1.376, -0.370, 2.956], [-4.006, -1.176, 0.844], [-3.264, 0.439, 1.057], [-4.044, -0.387, 2.435], [-0.370, -0.778, 3.099], [-1.924, -0.406, 3.907], [-1.298, 0.674, 2.630], [1.168, 2.809, -0.943], [1.396, 3.566, -2.255], [2.418, 2.767, -0.076], [-0.024, 3.364, -0.179], [-0.904, 3.354, -0.835], [0.185, 4.400, 0.114], [-0.238, 2.779, 0.723], [3.287, 2.554, -0.715], [2.331, 1.979, 0.684], [2.548, 3.743, 0.409], [1.396, 2.547, -3.303], [2.358, 4.091, -2.308], [0.582, 4.261, -2.495], [-2.247, -3.433, 1.177], [-3.478, -2.796, 2.707], [-1.746, -2.974, 3.156], [-1.157, -3.207, -1.042], [0.901, 0.142, -3.573], [-0.461, -0.427, -3.298], [1.677, -0.549, -3.221], [1.125, 0.426, -4.632], [-0.708, -1.004, -2.087], [-1.487, -2.130, -2.045], [2.563, -1.126, -0.050], [-2.586, -2.112, -2.879], [-2.677, -1.151, -3.907], [-3.746, -3.030, -2.529], [-1.541, -0.362, -4.157], [-3.600, -1.048, -4.515], [-1.501, 0.691, -5.253], [-2.493, 0.813, -5.758], [-0.736, 0.441, -6.023], [-1.200, 1.684, -4.834], [-3.436, -4.099, -2.552], [-4.617, -2.887, -3.218], [-4.102, -2.840, -1.483], [-1.652, -4.200, -1.183], [-0.073, -3.363, -0.990], [2.241, 1.899, 3.648], [2.757, 0.505, 3.269], [4.277, 0.552, 3.044], [2.438, -0.487, 4.393], [2.114, -0.035, 1.999], [2.269, -1.223, 1.379], [2.752, 2.264, 4.566], [1.159, 1.873, 3.823], [2.434, 2.608, 2.831], [4.796, 0.872, 3.963], [4.651, -0.434, 2.756], [4.522, 1.251, 2.237], [1.363, -0.527, 4.577], [2.773, -1.490, 4.097], [2.959, -0.200, 5.318]],
  "atomic_forces_ev_per_a": [[-0.513, 0.825, -2.101], [0.724, -1.045, 0.097], [-0.729, -1.337, -0.893], [0.171, -0.029, -1.589], [0.982, 1.887, 0.704], [-0.688, -0.518, 2.069], [0.157, -0.399, -0.115], [0.203, -0.398, -0.033], [-0.109, 0.084, -0.253], [-0.027, -0.222, 0.323], [0.177, 0.225, 0.090], [-0.024, -0.156, 0.019], [0.060, 0.064, -0.131], [-0.148, 0.171, -0.017], [0.142, 0.143, -0.076], [0.061, -0.226, 0.039], [0.002, -0.621, -0.176], [0.023, 0.084, -0.658], [0.162, 0.093, -0.108], [-0.193, 0.094, -0.100], [0.062, 0.000, 0.220], [-0.089, -0.105, 0.025], [0.127, 0.026, -0.168], [-0.102, 0.008, 0.265], [-0.006, 0.106, -0.177], [0.134, -0.091, -0.035], [0.416, 0.774, -0.283], [-0.246, -0.138, 0.046], [0.124, -0.060, 0.053], [-0.600, -0.191, 0.242], [0.255, 0.141, -0.040], [-0.037, -0.107, -0.183], [-1.099, -0.208, 1.610], [0.378, 2.350, 0.046], [-0.726, 0.370, -0.386], [-0.024, -0.243, 0.082], [-0.454, -0.334, 0.814], [3.079, -1.308, 1.832], [-0.919, 0.292, -0.539], [-0.083, -0.506, 1.339], [-1.397, -0.737, -0.447], [0.161, 0.026, 0.154], [-0.524, -0.304, -0.134], [-0.787, 0.451, -1.349], [0.716, -0.089, 0.450], [-0.104, 0.208, -0.594], [0.806, -0.152, 0.385], [-0.556, 0.155, 0.332], [-0.296, -0.723, -0.302], [-0.302, 0.560, -0.112], [0.716, -0.172, 0.534], [0.219, -0.085, -0.805], [0.345, 0.901, -0.053], [-0.003, -0.063, -0.285], [0.241, 0.133, 0.070], [-0.683, -0.747, 0.085], [0.030, -0.028, -0.079], [0.412, -0.147, 0.349], [0.546, -0.731, -1.920], [0.659, 1.641, 1.637], [-0.300, -0.145, -0.418], [0.139, 0.016, 0.020], [-0.037, -0.087, 0.230], [-0.175, -0.013, -0.185], [-0.078, 0.131, 0.083], [-0.011, 0.007, 0.078], [-0.029, 0.074, 0.104], [-0.157, 0.426, 0.280], [-0.172, -0.001, 0.039]],
  "lowdin_charge": [0.75, 0.24, 0.12, 0.09, -0.34, -0.35, -0.55, -0.07, -0.03, -0.03, 0.09, 0.09, 0.09, 0.07, 0.09, 0.08, -0.55, -0.07, -0.04, -0.03, 0.09, 0.08, 0.08, 0.09, 0.04, 0.09, 0.01, 0.13, 0.12, 0.02, 0.13, 0.13, -0.05, -0.07, -0.25, 0.09, 0.13, -0.14, -0.25, 0.00, -0.25, -0.02, -0.06, -0.25, 0.11, -0.06, 0.08, 0.08, 0.08, 0.07, 0.08, 0.08, 0.13, 0.10, -0.08, -0.65, -0.07, -0.10, -0.21, -0.71, 0.08, 0.07, 0.06, 0.08, 0.04, 0.08, 0.06, 0.00, 0.07],
  "total_charge": -1,
  "homo_ha": -0.043,
  "e_above_lowest_kcal_mol": 0.0,
  "largest_force_ev_per_a": 3.8
}

=====

[2]
{
  "formula": "C26H38AuN10O",
  "method": "ωB97M-V with the def2-TZVPD basis set",
  "elements": ["Au", "N", "C", "C", "N", "C", "C", "N", "C", "C", "N", "H", "H", "H", "H", "H", "H", "C", "N", "C", "C", "N", "C", "C", "C", "C", "C", "C", "C", "C", "C", "N", "C", "N", "C", "C", "N", "C", "C", "C", "N", "C", "C", "H", "H", "H", "H", "H", "H", "H", "H", "H", "H", "H", "H", "H", "H", "H", "H", "H", "H", "H", "H", "H", "H", "H", "H", "H", "H", "H", "H", "H", "H", "O", "H", "H"],
  "xyz": [[1.107, 0.276, -0.200], [2.733, 0.010, 3.933], [1.507, 0.214, 4.518], [0.631, 0.381, 3.488], [1.307, 0.292, 2.289], [2.562, 0.064, 2.592], [3.543, -0.114, 1.519], [3.163, -0.210, 0.252], [4.318, -0.294, -0.506], [5.393, -0.266, 0.319], [4.884, -0.150, 1.594], [3.590, -0.153, 4.438], [1.373, 0.228, 5.587], [-0.428, 0.576, 3.537], [4.300, -0.377, -1.579], [6.450, -0.312, 0.118], [5.446, -0.092, 2.428], [2.077, -3.903, 0.532], [1.076, -3.188, -0.265], [1.428, -2.954, -1.665], [-0.048, -2.698, 0.258], [-0.513, -1.496, -0.188], [-1.826, -1.273, -0.335], [-2.671, -2.366, -0.719], [-4.035, -2.304, -0.631], [-4.619, -1.140, -0.132], [-3.846, 0.004, 0.131], [-4.528, 1.160, 0.579], [-3.848, 2.352, 0.783], [-2.523, 2.419, 0.430], [-1.799, 1.294, -0.074], [-0.551, 1.535, -0.570], [-0.367, 2.665, -1.330], [-1.288, 3.035, -2.226], [-1.560, 4.448, -2.534], [-2.207, 2.086, -2.860], [0.752, 3.370, -1.209], [1.454, 3.519, 0.067], [1.373, 4.053, -2.347], [-2.437, 0.011, -0.087], [-0.650, -3.347, 1.260], [-0.601, -4.810, 1.392], [-1.453, -2.663, 2.278], [3.055, -3.486, 0.288], [2.097, -4.970, 0.309], [1.889, -3.756, 1.592], [1.740, -3.897, -2.112], [2.249, -2.241, -1.749], [0.565, -2.583, -2.210], [-2.196, -3.280, -1.057], [-4.644, -3.154, -0.909], [-5.692, -1.088, 0.015], [-5.593, 1.096, 0.772], [-4.357, 3.222, 1.178], [-1.991, 3.359, 0.521], [-1.041, 5.097, -1.835], [-2.632, 4.614, -2.434], [-1.269, 4.701, -3.553], [-1.837, 1.070, -2.756], [-2.270, 2.326, -3.920], [-3.210, 2.157, -2.434], [0.883, 3.072, 0.877], [1.581, 4.582, 0.277], [2.444, 3.062, 0.017], [0.911, 3.736, -3.276], [2.428, 3.777, -2.369], [1.307, 5.136, -2.252], [-0.262, -5.263, 0.465], [-1.612, -5.159, 1.600], [0.044, -5.125, 2.212], [-1.265, -1.593, 2.253], [-1.166, -3.044, 3.257], [-2.518, -2.854, 2.137], [1.192, 0.396, -2.919], [1.968, 0.364, -3.493], [0.537, -0.155, -3.361]],
  "atomic_forces_ev_per_a": [[0.567, 0.069, -0.048], [0.142, -0.023, 0.175], [0.019, -0.017, 0.007], [0.275, -0.002, -0.215], [-0.474, -0.028, 0.768], [0.121, -0.045, -0.283], [-0.199, 0.011, -0.095], [0.226, 0.157, -0.006], [-0.367, -0.067, 0.119], [0.053, 0.000, 0.149], [0.316, -0.058, 0.062], [-0.014, 0.001, 0.005], [0.056, -0.004, -0.042], [0.053, 0.017, 0.012], [-0.033, 0.023, 0.045], [-0.031, -0.005, 0.054], [-0.011, 0.022, -0.005], [-0.066, -0.054, -0.075], [-0.031, -0.071, -0.144], [0.061, 0.060, 0.077], [0.246, -0.202, -0.410], [-1.164, 0.197, 0.066], [1.283, 0.289, 0.239], [-0.951, -0.470, 0.169], [0.541, -0.550, -0.194], [-0.151, 0.719, 0.229], [-0.348, 0.113, 0.111], [-0.081, -0.799, -0.210], [0.521, 0.520, -0.018], [-0.848, 0.256, 0.079], [1.024, -0.472, -0.544], [-1.100, -0.235, -0.114], [0.388, 0.203, 0.392], [-0.494, -0.038, -0.088], [0.123, -0.135, -0.104], [0.137, 0.082, 0.005], [-0.032, 0.246, 0.124], [0.039, -0.066, -0.066], [-0.031, 0.041, 0.077], [0.421, 0.224, -0.066], [-0.300, -0.035, 0.266], [0.087, 0.096, 0.066], [0.032, -0.001, -0.057], [-0.029, 0.033, -0.010], [-0.025, -0.003, -0.008], [-0.023, 0.016, -0.012], [-0.013, -0.042, 0.028], [-0.032, 0.043, 0.045], [0.016, 0.036, 0.025], [-0.008, 0.049, -0.022], [-0.008, 0.043, -0.005], [0.015, -0.013, -0.016], [0.020, -0.013, 0.024], [-0.012, -0.023, -0.021], [0.006, -0.035, 0.041], [0.036, -0.016, 0.017], [-0.026, -0.026, 0.000], [0.027, 0.003, -0.016], [0.040, 0.016, 0.015], [-0.001, 0.009, -0.016], [-0.020, 0.014, 0.012], [0.040, -0.067, -0.045], [-0.029, 0.044, -0.060], [-0.054, -0.074, -0.001], [-0.005, -0.033, 0.011], [0.003, -0.025, 0.026], [-0.025, 0.007, 0.003], [0.025, 0.029, -0.013], [-0.013, 0.028, 0.013], [0.014, 0.005, 0.002], [0.050, -0.009, -0.001], [0.011, -0.002, 0.014], [-0.014, -0.039, -0.005], [0.013, 0.029, -0.355], [-0.034, 0.054, -0.075], [0.050, -0.004, -0.105]],
  "lowdin_charge": [0.87, 0.13, -0.05, -0.12, 0.04, -0.28, -0.26, -0.03, -0.11, -0.04, 0.14, 0.17, 0.13, 0.10, 0.11, 0.14, 0.18, -0.01, -0.12, -0.02, -0.37, 0.11, -0.19, 0.07, 0.01, 0.09, -0.15, 0.09, 0.01, 0.07, -0.19, 0.02, -0.39, -0.11, 0.00, 0.00, -0.12, -0.03, -0.01, -0.04, -0.10, 0.00, 0.00, 0.10, 0.11, 0.10, 0.11, 0.07, 0.08, 0.14, 0.14, 0.15, 0.15, 0.14, 0.14, 0.10, 0.11, 0.11, 0.09, 0.11, 0.10, 0.08, 0.11, 0.09, 0.10, 0.11, 0.11, 0.10, 0.11, 0.11, 0.08, 0.11, 0.10, -0.09, 0.06, 0.04],
  "total_charge": 3,
  "homo_ha": [-0.568, -0.568],
  "largest_force_ev_per_a": 1.3
}

=====

[3]
{
  "formula": "C26H38BrF13NO6PS",
  "method": "ωB97M-V with the def2-TZVPD basis set",
  "elements": ["C", "O", "C", "C", "C", "C", "C", "C", "C", "C", "C", "C", "C", "C", "N", "C", "C", "P", "O", "O", "O", "C", "C", "C", "C", "O", "Br", "C", "C", "C", "C", "F", "F", "C", "F", "F", "C", "F", "F", "C", "F", "F", "S", "F", "F", "F", "F", "F", "H", "H", "H", "H", "H", "H", "H", "H", "H", "H", "H", "H", "H", "H", "H", "H", "H", "H", "H", "H", "H", "H", "H", "H", "H", "H", "H", "H", "H", "H", "H", "H", "H", "H", "H", "H", "H", "O", "H"],
  "xyz": [[-8.367, 2.231, -1.531], [-8.557, 2.221, -0.132], [-7.964, 1.132, 0.526], [-6.445, 1.298, 0.678], [-5.623, 0.499, -0.329], [-4.132, 0.886, -0.298], [-3.470, 1.017, -1.683], [-2.362, -0.018, -1.947], [-1.262, 0.541, -2.829], [-0.284, -0.512, -3.361], [0.958, -0.639, -2.480], [2.103, 0.309, -2.864], [3.458, -0.245, -2.414], [3.525, -0.123, -0.883], [4.023, -1.325, -0.194], [5.123, -1.911, -0.729], [5.714, -3.036, -0.150], [7.166, -3.810, -0.900], [6.851, -5.102, -1.478], [8.273, -3.865, 0.242], [7.692, -2.765, -1.991], [5.147, -3.572, 1.010], [4.010, -2.969, 1.567], [3.440, -3.563, 2.839], [3.610, -5.063, 2.851], [2.957, -5.771, 2.208], [4.981, -5.787, 4.006], [3.453, -1.825, 0.951], [2.219, -1.181, 1.530], [2.430, -0.364, 2.819], [3.006, 1.021, 2.662], [4.098, 0.952, 1.841], [3.448, 1.475, 3.847], [2.089, 2.094, 2.025], [1.810, 1.698, 0.768], [2.802, 3.227, 1.934], [0.769, 2.413, 2.810], [0.783, 1.711, 3.966], [0.729, 3.699, 3.132], [-0.531, 1.973, 2.067], [-1.491, 1.890, 2.990], [-0.349, 0.746, 1.565], [-1.161, 3.147, 0.719], [-1.562, 4.164, 1.840], [0.272, 3.812, 0.612], [-0.736, 2.128, -0.420], [-2.570, 2.451, 0.800], [-1.691, 4.136, -0.364], [-7.457, 2.790, -1.785], [-9.227, 2.714, -1.989], [-8.256, 1.222, -1.933], [-8.425, 1.102, 1.509], [-8.208, 0.204, 0.000], [-6.132, 1.036, 1.688], [-6.239, 2.359, 0.545], [-6.039, 0.630, -1.322], [-5.706, -0.546, -0.035], [-3.590, 0.181, 0.328], [-4.072, 1.842, 0.219], [-4.231, 0.937, -2.450], [-3.002, 1.998, -1.737], [-1.984, -0.387, -0.995], [-2.810, -0.861, -2.471], [-0.706, 1.306, -2.282], [-1.727, 1.053, -3.670], [0.036, -0.216, -4.358], [-0.775, -1.473, -3.473], [0.674, -0.487, -1.438], [1.323, -1.666, -2.546], [2.097, 0.502, -3.930], [1.934, 1.250, -2.338], [3.514, -1.283, -2.729], [4.257, 0.320, -2.884], [4.173, 0.703, -0.607], [2.539, 0.135, -0.548], [5.540, -1.489, -1.626], [8.531, -2.981, 0.533], [7.902, -1.893, -1.635], [5.610, -4.439, 1.455], [2.375, -3.410, 2.955], [3.965, -3.138, 3.690], [1.654, -0.644, 0.783], [1.580, -2.010, 1.813], [1.492, -0.347, 3.359], [3.130, -0.898, 3.455], [-11.366, 3.161, -1.057], [-10.757, 3.296, -0.320]],
  "atomic_forces_ev_per_a": [[0.276, 0.275, -0.072], [-0.091, -0.220, 0.002], [0.151, 0.413, 0.156], [-0.096, -0.063, -0.308], [0.345, -0.149, 0.622], [-1.148, 0.174, -0.322], [0.570, -0.304, 0.829], [-0.526, 0.157, -0.311], [0.140, -0.094, -0.247], [0.088, 0.594, 0.138], [0.116, -0.494, -0.330], [-0.176, -0.173, 0.568], [-0.526, 0.212, 0.067], [0.283, 0.211, -0.588], [0.100, -0.482, 0.197], [0.528, -1.166, 0.837], [-0.421, 1.194, -0.223], [-0.100, -0.364, -0.608], [0.010, -0.204, 0.088], [-0.213, 0.313, 0.034], [-0.194, 0.209, 0.315], [-0.241, 0.576, -0.287], [0.068, 0.346, -0.617], [0.573, 0.262, 0.145], [0.740, 0.877, 0.809], [-1.247, -1.467, -1.261], [0.211, 0.133, 0.193], [0.211, -0.440, 0.344], [0.163, -0.299, 0.013], [0.049, -0.513, -0.239], [-0.125, -0.208, -0.123], [0.114, -0.032, -0.094], [-0.075, 0.143, 0.127], [0.417, 0.572, 0.338], [-0.060, -0.021, -0.295], [0.034, -0.003, 0.018], [0.091, -0.211, -0.127], [-0.029, -0.098, 0.115], [-0.056, 0.127, 0.091], [-0.384, 0.223, 0.302], [0.004, 0.073, -0.021], [-0.043, -0.301, 0.039], [0.114, -0.351, 0.021], [-0.103, 0.291, 0.252], [0.254, 0.294, -0.105], [0.037, 0.158, 0.213], [1.278, 0.810, 0.528], [-0.061, -0.013, -0.125], [0.105, 0.008, -0.055], [-0.274, 0.042, 0.144], [-0.135, -0.191, 0.001], [-0.131, -0.060, 0.092], [-0.006, -0.198, -0.015], [0.057, -0.048, 0.154], [0.026, 0.190, 0.060], [-0.071, -0.052, -0.202], [-0.212, -0.272, -0.367], [0.160, -0.128, 0.068], [-0.782, -0.579, -0.525], [-0.040, 0.210, -0.252], [-0.130, 0.243, -0.258], [0.245, -0.087, 0.096], [0.031, -0.277, 0.104], [-0.040, -0.070, -0.289], [-0.139, 0.058, -0.112], [0.084, -0.080, -0.174], [-0.146, -0.160, 0.082], [-0.094, 0.007, 0.176], [0.114, -0.129, -0.006], [0.036, 0.014, -0.201], [0.047, 0.359, -0.288], [0.168, -0.167, -0.057], [0.257, -0.054, -0.039], [0.112, 0.105, 0.141], [-0.013, -0.222, 0.290], [-0.178, 0.237, -0.162], [0.228, -0.127, 0.239], [0.181, 0.037, -0.167], [-0.051, -0.139, 0.149], [-0.183, 0.176, -0.028], [-0.061, 0.132, 0.181], [-0.070, 0.125, -0.003], [-0.230, -0.107, 0.025], [-0.101, 0.241, 0.073], [0.172, 0.005, 0.157], [0.058, 0.055, -0.144], [-0.047, -0.065, 0.013]],
  "lowdin_charge": [-0.12, -0.19, -0.24, -0.18, -0.20, -0.20, -0.18, -0.21, -0.22, -0.19, -0.20, -0.19, -0.16, -0.12, 0.03, 0.00, -0.17, 0.42, -0.21, -0.09, -0.10, 0.03, -0.10, -0.13, -0.85, 0.11, 0.76, -0.07, -0.08, -0.03, -0.43, 0.12, 0.15, -0.34, 0.12, 0.17, -0.36, 0.15, 0.18, -0.42, 0.15, 0.13, 0.77, -0.09, -0.11, -0.14, -0.15, -0.07, 0.08, 0.06, 0.08, 0.12, 0.12, 0.11, 0.12, 0.09, 0.11, 0.10, 0.08, 0.11, 0.09, 0.10, 0.12, 0.09, 0.12, 0.11, 0.11, 0.10, 0.11, 0.12, 0.12, 0.11, 0.12, 0.14, 0.07, 0.13, 0.09, 0.09, 0.10, 0.13, 0.11, 0.09, 0.12, 0.13, 0.13, -0.50, -0.16],
  "homo_ha": -0.149,
  "largest_force_ev_per_a": 2.3
}